1.
Here is a structure of composition C47H45CdCl5Ge2O3PS from the OMol25 dataset. Energies are from the ωB97M-V functional and the def2-TZVPD basis.

Values from the calculation:
charge = -1
relative energy (zero: lowest compared OMol25 entry of this formula, charge and spin) = 18.7 kcal per mole

Positions of all 105 atoms, in Å:
C1 -1.281 6.347 -2.089
H1 2.510 -5.415 1.214
Ge1 1.053 -3.351 0.029
C2 -5.400 -0.117 -0.332
C3 -2.536 2.653 4.293
Cl1 0.873 2.705 -4.980
C4 -2.155 2.286 3.007
H2 -2.095 -1.633 1.564
H3 0.029 -5.988 1.198
C5 -3.698 -3.042 1.242
H4 1.418 -4.869 -3.502
Cl2 1.877 5.681 -5.049
H5 3.431 -0.711 3.416
C6 1.047 3.593 -1.029
C7 1.780 5.557 -2.325
H6 -4.180 -2.823 2.187
H7 1.273 -4.047 2.395
O1 -0.053 1.254 3.462
H8 5.777 0.869 -0.463
C8 5.059 -4.052 -0.539
C9 3.501 -1.691 0.411
H9 6.165 -7.226 -0.070
H10 -4.987 4.861 3.529
C10 -4.214 0.495 0.051
C11 -2.075 4.042 -0.690
O2 -1.375 0.370 1.868
C12 -1.322 6.347 -0.701
C13 -1.902 -2.647 -0.314
C14 3.455 -5.331 0.687
C15 0.951 -4.712 -1.372
C16 1.582 4.887 -3.536
C17 3.488 0.383 3.361
H11 3.993 1.932 1.916
C18 -1.097 1.220 2.814
H12 5.011 0.499 1.808
C19 -3.872 1.767 -0.416
H13 -3.525 -0.018 0.716
C20 -2.526 -2.378 0.904
H14 -4.552 3.416 -1.623
C21 0.856 2.951 -2.289
H15 1.035 -3.226 -2.973
Cd1 0.423 0.838 0.597
H16 5.282 -0.509 -1.453
C22 1.531 -4.155 -2.680
Cl3 0.215 1.331 -2.271
H17 -1.683 5.210 1.072
H18 -5.633 -1.108 0.040
H19 -5.158 -4.506 0.652
C23 -4.250 -3.981 0.378
P1 -2.234 2.420 0.166
H20 1.504 -5.602 -1.064
H21 -7.197 0.060 -1.505
C24 1.531 4.928 -1.115
H22 -3.863 3.843 5.488
C25 3.823 -4.110 0.112
S1 -0.411 -1.778 -0.774
C26 2.949 -2.891 0.188
Cl4 2.329 7.199 -2.344
H23 4.149 0.718 4.167
C27 -1.709 5.205 -0.009
H24 6.850 -5.078 -1.105
H25 -1.024 7.232 -0.150
H26 3.583 2.033 -1.013
C28 5.161 0.572 -1.318
C29 -2.473 -3.568 -1.194
H27 -1.432 -5.005 1.267
H28 2.485 0.765 3.565
C30 -3.554 3.573 4.484
C31 1.128 3.569 -3.499
C32 -0.465 -5.176 1.745
O3 0.782 3.069 0.102
C33 3.687 0.947 -1.111
H29 3.975 -7.372 1.084
C34 5.516 -6.360 -0.017
C35 -4.767 2.420 -1.264
C36 -1.988 4.046 -2.086
H30 -0.655 -5.535 2.761
Cl5 1.772 5.749 0.389
C37 -4.181 4.150 3.384
C38 3.985 0.840 1.979
H31 3.098 0.662 -1.988
Ge2 2.849 0.170 0.512
H32 4.588 -1.717 0.575
C39 -2.761 2.885 1.888
H33 -2.180 3.131 -2.639
H34 -4.258 4.285 1.248
H35 -0.094 -5.007 -1.495
H36 -0.962 7.234 -2.626
C40 5.897 -5.156 -0.597
H37 -2.027 2.197 5.135
H38 -1.551 5.165 -3.864
C41 -3.638 -4.239 -0.843
H39 -2.002 -3.747 -2.155
C42 -3.776 3.818 2.100
C43 -5.958 1.808 -1.648
H40 -0.148 -3.054 2.181
H41 2.599 -3.937 -2.574
C44 4.288 -6.442 0.626
C45 -1.611 5.189 -2.782
H42 -6.641 2.333 -2.307
H43 5.356 -3.127 -1.022
C46 0.391 -3.907 1.766
C47 -6.276 0.537 -1.191
H44 5.578 1.060 -2.206
H45 -4.066 -4.966 -1.522

Atomic partial charges in e from the Löwdin method, atoms 1 to 6:
1 C -0.099
2 H 0.085
3 Ge 0.748
4 C -0.079
5 C -0.027
6 Cl 0.659

=====

2.
Here is a cluster of 2 separate species, C2H3BrClNO in total from the OMol25 dataset. Energies are from the ωB97M-V functional and the def2-TZVPD basis.

Values from the calculation:
charge = 0
relative energy (zero: lowest compared OMol25 entry of this formula, charge and spin) = 78.0 kcal per mole

Positions of all 9 atoms, in Å:
H1 -1.920 -1.425 -0.806
O1 -1.588 1.315 0.464
Br1 1.989 -1.109 -0.320
C1 -1.262 0.287 0.030
N1 -1.215 -0.911 -0.391
H2 1.181 0.594 1.415
C2 1.250 0.576 0.350
H3 -0.295 -1.427 -0.701
Cl1 1.861 2.099 -0.041

Atomic partial charges in e from the Löwdin method, atoms 1 to 6:
1 H 0.095
2 O 0.168
3 Br 0.551
4 C -0.305
5 N 0.147
6 H -0.043

=====

3.
Here is a cluster of 2 separate species, C10H10FN4 in total from the OMol25 dataset. Energies are from the ωB97M-V functional and the def2-TZVPD basis.

Values from the calculation:
charge = +1
relative energy (zero: lowest compared OMol25 entry of this formula, charge and spin) = 64.4 kcal per mole

Positions of all 25 atoms, in Å:
C1 0.482 -1.757 -0.043
H1 1.303 1.436 -2.122
H2 3.236 1.799 -1.226
C2 0.418 0.659 -0.280
C3 -2.544 0.038 1.163
N1 -3.635 0.256 1.902
H3 3.573 0.137 -1.443
H4 -2.519 0.005 0.037
N2 -1.470 -0.151 1.921
H5 -4.554 0.472 1.624
H6 -3.704 0.471 4.169
C4 -3.120 0.269 3.232
F1 1.355 -3.127 -1.563
C5 1.038 -1.883 -1.278
C6 2.877 0.797 -1.026
C7 0.037 -0.483 0.209
N3 -0.224 3.075 0.214
C8 1.463 0.566 -1.470
N4 -1.847 0.019 3.228
C9 1.362 -0.808 -2.220
H7 2.238 -0.854 -2.750
H8 0.468 -2.615 0.673
C10 -0.043 1.973 -0.024
H9 0.708 -0.949 -3.025
H10 3.104 0.656 0.099

Atomic partial charges in e from the Löwdin method, atoms 1 to 6:
1 C 0.041
2 H 0.158
3 H 0.093
4 C -0.157
5 C -0.165
6 N 0.135

=====

4.
Here is a cluster of 3 separate species, C2H2N3O in total from the OMol25 dataset. Energies are from the ωB97M-V functional and the def2-TZVPD basis.

Values from the calculation:
2S+1 = 3
⟨S²⟩ = 2.02
charge = +1
relative energy (zero: lowest compared OMol25 entry of this formula, charge and spin) = 110.5 kcal per mole

Positions of all 8 atoms, in Å:
N1 1.979 -1.052 -0.298
C1 -1.289 1.669 -0.353
H1 -1.054 1.479 -1.416
C2 -0.408 -1.219 0.551
O1 -1.365 2.375 0.529
H2 -0.080 -2.243 0.863
N2 3.019 -0.815 -0.078
N3 -0.801 -0.192 0.202

Atomic partial charges in e from the Löwdin method, atoms 1 to 6:
1 N 0.039
2 C -0.066
3 H 0.144
4 C 0.156
5 O 0.220
6 H 0.150

=====

5.
Here is the molecule H4N2Si from the OMol25 dataset. Energies are from the ωB97M-V functional and the def2-TZVPD basis.

Values from the calculation:
charge = 0
relative energy (zero: lowest compared OMol25 entry of this formula, charge and spin) = 85.9 kcal per mole

Positions of all 7 atoms, in Å:
H1 0.346 -1.053 -1.592
H2 1.612 1.278 -0.681
N1 1.190 0.717 0.121
H3 -0.052 -1.374 1.199
Si1 0.059 -0.579 -0.115
H4 -1.329 1.235 0.614
N2 -1.251 0.587 -0.145

Atomic partial charges in e from the Löwdin method, atoms 1 to 6:
1 H -0.041
2 H 0.012
3 N -0.077
4 H -0.052
5 Si 0.248
6 H -0.047

=====

6.
Here is a cluster of 2 separate species, C2H3Br2Cl3Si in total from the OMol25 dataset. Energies are from the ωB97M-V functional and the def2-TZVPD basis.

Values from the calculation:
charge = 0
relative energy (zero: lowest compared OMol25 entry of this formula, charge and spin) = 66.0 kcal per mole

Positions of all 11 atoms, in Å:
H1 1.755 -0.700 -2.180
H2 0.990 -1.389 0.760
Br1 0.594 1.137 1.285
Si1 -0.668 -1.439 -2.059
Cl1 -0.049 -2.971 -0.860
Cl2 -2.149 -0.522 -1.042
C1 1.333 -0.445 0.570
Br2 0.607 1.561 -2.367
H3 2.348 -0.375 0.273
Cl3 -1.042 -1.927 -4.000
C2 0.794 -0.366 -2.212

Atomic partial charges in e from the Löwdin method, atoms 1 to 6:
1 H -0.047
2 H -0.097
3 Br 0.604
4 Si -0.810
5 Cl 0.354
6 Cl 0.341

=====

7.
Here is a structure of composition C13H21I2N4O2PRhS from the OMol25 dataset. Energies are from the ωB97M-V functional and the def2-TZVPD basis.

Values from the calculation:
2S+1 = 5
⟨S²⟩ = 6.11
charge = +3
relative energy (zero: lowest compared OMol25 entry of this formula, charge and spin) = 13.7 kcal per mole

Positions of all 45 atoms, in Å:
H1 4.460 -2.353 -2.434
H2 1.690 -3.813 4.708
H3 0.019 0.503 4.484
H4 -0.012 3.646 -3.872
O1 -0.805 1.179 -0.066
Rh1 -1.481 -0.751 0.717
I1 -3.326 -2.621 1.205
H5 3.759 -1.214 -0.358
C1 2.463 -2.716 -3.131
H6 -1.868 3.437 1.235
H7 0.064 -3.270 0.787
C2 1.121 -2.568 -2.868
H8 -0.504 0.748 2.865
C3 3.405 -2.227 -2.226
H9 0.373 -2.953 -3.548
H10 0.519 3.896 -1.704
H11 -3.135 5.223 -0.520
C4 0.151 -1.153 3.299
C5 0.297 -2.921 1.782
H12 0.298 2.030 -3.844
N1 -0.222 0.111 3.589
P1 -1.265 2.342 -0.900
C6 0.943 -3.716 2.673
C7 -1.783 3.752 0.198
C8 1.675 -1.426 -0.765
H13 1.247 -4.714 2.393
H14 1.352 -0.943 0.149
C9 0.202 2.875 -1.904
S1 -0.968 -1.847 -1.387
N2 -3.133 4.229 -0.280
C10 0.700 -1.923 -1.671
H15 -1.218 2.579 -3.394
C11 0.799 -1.938 4.276
I2 -3.829 0.082 1.838
H16 -3.364 3.666 -1.127
C12 1.190 -3.206 3.965
N3 -0.197 2.781 -3.359
C13 3.009 -1.578 -1.047
H17 1.045 2.211 -1.726
H18 -1.088 4.589 0.159
O2 -2.377 2.261 -1.899
H19 2.789 -3.219 -4.031
N4 -0.115 -1.643 2.069
H20 -3.868 4.092 0.417
H21 0.984 -1.518 5.254

Atomic partial charges in e from the Löwdin method, atoms 1 to 6:
1 H 0.132
2 H 0.136
3 H 0.126
4 H 0.179
5 O -0.469
6 Rh 0.329

=====

8.
Here is the molecule C4H2O2 from the OMol25 dataset. Energies are from the ωB97M-V functional and the def2-TZVPD basis.

Values from the calculation:
charge = 0
relative energy (zero: lowest compared OMol25 entry of this formula, charge and spin) = 6.3 kcal per mole
SMILES = O=C=C=CC=O

Positions of all 8 atoms, in Å:
C1 0.777 0.922 0.065
O1 -0.572 -2.098 0.454
C2 -0.182 1.700 0.531
H1 1.761 -0.843 -0.583
C3 -0.449 -1.132 -0.260
C4 0.825 -0.342 -0.330
O2 -0.883 2.510 0.994
H2 -1.276 -0.717 -0.871

Atomic partial charges in e from the Löwdin method, atoms 1 to 6:
1 C -0.001
2 O 0.071
3 C -0.184
4 H 0.111
5 C -0.258
6 C -0.055

=====

no.,electronic energy (eV),largest force on an atom (eV/A)
1,-255949.046,0.7
2,-88221.701,4.7
3,-19197.771,3.8
4,-8607.948,6.7
5,-10918.397,2.9
6,-187653.481,3.6
7,-63186.111,0.5
8,-8272.256,1.3